1.
22
Properties=species:S:1:pos:R:3:forces:R:3:nbo_charge:R:1 method="wB97M-V/def2-TZVPD" largest_force_ev_per_a=1.115 homo_energy_ev=-11.084 total_charge=+1
C -0.028 1.990 -0.186 -0.4 -0.1 -0.1 -0.265
C -0.881 2.169 -1.207 -0.3 0.2 -0.1 0.077
N -1.663 1.232 -1.783 0.6 -0.2 0.2 -0.762
N 0.663 3.162 0.386 -0.4 -0.1 0.4 -0.661
H 0.039 1.086 0.396 0.3 0.0 0.0 0.233
H -1.056 3.172 -1.590 0.2 0.0 -0.1 0.203
H -2.029 1.423 -2.695 -0.2 0.1 -0.1 0.411
H -1.459 0.256 -1.584 -0.2 0.1 -0.1 0.421
H 1.675 3.167 0.234 -0.1 0.0 -0.2 0.439
H 0.515 3.170 1.401 0.1 0.2 -0.1 0.441
H 0.259 4.031 0.023 0.2 0.0 0.0 0.443
C -1.329 -1.427 0.035 0.8 -0.7 0.3 -0.579
C -0.005 -1.669 0.026 0.1 0.1 0.7 0.049
N 0.610 -2.886 0.259 -0.2 0.4 -0.5 -0.604
C 1.736 -2.885 1.212 -0.9 -0.4 -0.4 -0.406
H -1.963 -2.298 0.146 -0.3 0.2 0.1 0.215
H -1.735 -0.449 0.236 -0.1 0.1 -0.5 0.203
H 0.745 -0.888 -0.086 -0.2 0.2 0.1 0.166
H -0.054 -3.623 0.452 0.1 0.0 0.0 0.375
H 1.931 -3.950 1.322 0.7 0.2 0.3 0.223
H 2.585 -2.326 0.828 0.1 -0.2 -0.2 0.200
H 1.447 -2.456 2.176 0.0 -0.1 0.1 0.178


2.
13
Properties=species:S:1:pos:R:3:forces:R:3:nbo_charge:R:1 method="wB97M-V/def2-TZVPD" largest_force_ev_per_a=0.513 homo_energy_ev=-9.185 total_charge=0
N 0.595 1.034 2.284 0.0 0.2 0.2 -0.804
C 0.739 0.726 0.863 0.1 -0.3 0.1 -0.324
C -0.611 0.292 0.341 0.1 0.2 0.0 0.446
O -1.013 -0.838 0.349 -0.1 -0.2 0.1 -0.534
H -0.094 1.767 2.422 0.1 -0.1 0.1 0.353
H 0.286 0.210 2.790 0.0 0.1 -0.1 0.362
H 1.464 -0.084 0.763 -0.1 0.1 -0.1 0.209
H 1.099 1.616 0.345 0.0 -0.1 -0.1 0.199
H -1.279 1.134 0.065 -0.1 0.0 -0.1 0.092
N -0.214 -1.231 -2.432 -0.1 0.3 -0.4 -1.078
H 0.272 -2.033 -2.062 0.1 -0.1 0.1 0.361
H -1.207 -1.390 -2.294 0.1 0.0 0.0 0.365
H -0.037 -1.203 -3.434 -0.1 -0.1 0.2 0.354


3.
82
Properties=species:S:1:pos:R:3:forces:R:3:lowdin_charge:R:1 method="wB97M-V/def2-TZVPD" largest_force_ev_per_a=2.498 homo_energy_ev=-18.763 total_charge=+4
Zr 0.175 0.985 0.005 -0.4 0.1 0.9 1.870
N -1.141 -0.176 -1.569 0.3 0.2 0.5 -0.029
C -0.387 0.067 -2.826 -2.0 1.4 -0.4 -0.191
C -0.367 1.566 -3.057 -0.1 -0.3 0.6 -0.121
N 0.383 2.254 -1.959 0.1 0.8 -0.3 -0.261
C -0.178 3.617 -1.659 0.3 0.3 0.7 -0.140
C -1.620 3.530 -1.197 0.7 0.6 -0.3 -0.155
N -1.683 2.428 -0.191 -0.8 0.3 -0.2 -0.041
C 1.809 2.428 -2.402 0.0 -1.3 -0.2 -0.128
C 2.749 2.590 -1.233 -1.1 0.4 0.6 -0.149
N 2.413 1.506 -0.255 -0.3 0.3 0.3 -0.045
H -1.117 -1.176 -1.441 0.1 -0.6 0.4 0.087
H -2.127 0.048 -1.649 -0.1 0.2 -0.3 0.121
H -0.947 -0.335 -3.669 0.3 -0.4 0.0 0.150
H 0.557 -0.394 -2.707 1.0 -0.4 -0.1 0.053
H -1.392 1.920 -3.032 -0.1 0.0 -0.2 0.122
H 0.028 1.789 -4.030 0.3 0.3 -0.4 0.150
H -0.005 4.337 -2.464 -0.3 -0.3 -0.2 0.160
H 0.413 4.025 -0.820 -0.1 -0.2 -0.1 0.121
H -2.293 3.359 -2.019 -0.3 -0.3 -0.2 0.122
H -1.920 4.505 -0.794 0.0 -0.3 0.2 0.153
H -2.599 1.981 -0.284 0.2 -0.1 0.1 0.124
H -1.762 2.882 0.708 0.0 0.1 0.5 0.091
H 1.906 3.229 -3.136 -0.1 0.0 0.0 0.158
H 2.036 1.460 -2.891 0.2 0.5 0.0 0.131
H 2.701 3.579 -0.759 -0.3 -0.3 0.0 0.124
H 3.757 2.492 -1.518 1.3 -0.2 -0.7 0.131
H 2.820 1.703 0.656 0.2 0.1 0.1 0.109
H 2.858 0.643 -0.544 0.2 -0.2 -0.3 0.097
S -2.832 3.581 6.756 0.3 -0.1 -0.1 1.194
N -3.240 2.340 5.822 -1.0 -0.1 0.4 -0.174
C -2.409 2.288 4.815 1.4 0.6 0.4 -0.302
C -2.341 1.302 3.779 -0.8 0.1 0.7 -0.072
C -3.281 0.285 3.711 -0.5 -0.7 0.0 0.087
C -3.215 -0.578 2.642 0.2 -0.4 0.1 0.026
C -2.180 -0.439 1.721 -0.3 0.0 0.3 -0.116
N -1.255 0.513 1.795 0.1 0.5 0.1 -0.042
C -1.345 1.384 2.837 1.5 1.0 -0.9 -0.139
C -0.336 2.481 2.876 -0.9 -0.8 0.1 -0.139
N 0.561 2.548 1.847 -0.6 -0.3 0.2 -0.008
C 1.441 3.544 1.926 -0.4 0.1 0.2 -0.099
C 1.515 4.498 2.948 0.6 -0.2 -0.7 0.024
C 0.612 4.457 3.958 -1.3 -1.2 0.5 0.098
C -0.361 3.403 3.918 0.6 0.7 0.0 -0.032
C -1.399 3.281 4.918 0.2 -0.4 -1.1 -0.320
N -1.518 4.072 5.943 -0.5 0.6 1.0 -0.162
H -4.033 0.165 4.500 0.2 0.2 -0.4 0.162
H -3.912 -1.396 2.557 -0.1 -0.1 -0.1 0.137
H -2.079 -1.125 0.910 0.0 -0.4 -0.5 0.080
H 2.070 3.619 1.082 0.9 0.3 -0.5 0.072
H 2.306 5.230 2.910 0.0 0.2 0.0 0.141
H 0.593 5.141 4.798 0.1 0.1 -0.1 0.151
O 0.840 -0.874 0.275 0.0 -0.1 0.1 -0.730
S 1.711 -2.034 0.943 0.5 0.0 -0.2 1.152
C 2.534 -2.836 -0.527 0.3 -0.1 1.0 -0.213
C 1.953 -2.469 -1.835 0.5 0.7 -0.4 -0.285
C 2.717 -1.611 -2.666 -1.1 -1.1 -0.4 -0.035
C 2.278 -1.466 -3.998 1.0 0.4 0.2 -0.064
C 1.127 -2.096 -4.451 0.7 -0.2 -0.2 -0.057
C 0.389 -2.902 -3.583 -0.8 0.1 -1.5 -0.048
C 0.765 -3.058 -2.276 0.5 0.1 0.4 -0.032
C 0.576 -3.289 1.660 0.0 -0.5 0.0 -0.239
C -0.029 -4.386 0.819 -0.8 0.7 0.1 -0.304
C 0.617 -5.586 0.579 0.8 0.0 0.1 -0.038
C 0.051 -6.547 -0.253 1.2 -0.6 -0.4 -0.031
C -1.163 -6.315 -0.851 -0.7 0.3 -0.1 -0.034
C -1.877 -5.139 -0.563 -0.2 -0.2 0.3 -0.047
C -1.326 -4.199 0.302 0.2 0.6 -0.6 -0.069
H 2.508 -3.886 -0.236 -0.3 -0.2 -0.3 0.102
H 3.594 -2.578 -0.487 -0.1 0.3 0.3 0.112
H 3.684 -1.217 -2.345 -0.2 -0.1 -0.1 0.126
H 2.943 -0.925 -4.684 -0.5 -0.2 0.1 0.134
H 0.893 -2.037 -5.515 -0.1 0.0 0.3 0.137
H -0.467 -3.428 -4.029 0.3 0.1 0.5 0.141
H 0.205 -3.677 -1.592 -0.1 -0.3 -0.1 0.092
H -0.163 -2.682 2.199 0.1 -0.1 -0.1 0.100
H 1.261 -3.691 2.418 0.0 0.0 0.0 0.118
H 1.608 -5.762 1.011 -0.3 -0.1 -0.1 0.135
H 0.633 -7.454 -0.531 -0.6 0.7 0.5 0.147
H -1.557 -7.059 -1.533 -0.1 0.1 0.1 0.130
H -2.890 -5.001 -0.951 0.4 0.0 0.0 0.124
H -1.844 -3.233 0.470 0.2 -0.8 0.1 0.096


4.
82
Properties=species:S:1:pos:R:3:forces:R:3:lowdin_spin:R:1 method="wB97M-V/def2-TZVPD" largest_force_ev_per_a=0.310 homo_energy_ev="-10.051 / -9.904" total_charge=+1 s2=0.76 spin_multiplicity=2
Ru 0.039 0.913 0.044 0.3 0.0 0.1 0.637
S 0.004 0.606 -2.214 -0.1 -0.1 0.0 0.193
C -0.109 -1.145 -2.409 0.0 0.1 0.0 0.011
C -0.138 -1.683 -3.699 0.0 0.0 0.0 0.018
C -0.220 -3.050 -3.889 0.0 0.0 0.1 -0.003
C -0.280 -3.912 -2.796 0.0 0.0 0.0 0.019
C -0.267 -3.389 -1.517 0.0 0.0 0.0 -0.002
C -0.171 -2.016 -1.329 0.0 0.0 0.0 0.015
S -0.238 -1.372 0.331 -0.1 -0.1 0.0 -0.003
C 1.446 -1.733 0.930 0.0 0.0 0.0 0.001
C 2.504 -0.777 0.463 0.0 -0.1 0.0 0.000
C 3.851 -1.099 0.540 0.0 0.0 0.0 0.000
C 4.788 -0.140 0.202 0.0 0.0 0.0 0.001
C 4.363 1.109 -0.227 0.0 -0.1 0.0 0.000
C 3.007 1.357 -0.318 -0.1 0.0 0.0 0.001
C 2.469 2.640 -0.880 0.0 0.0 0.0 0.001
S 0.828 3.094 -0.227 0.0 0.0 0.0 -0.005
C 1.244 3.623 1.420 0.0 -0.1 0.0 0.007
C 1.771 4.900 1.582 0.0 0.0 0.0 0.000
C 2.113 5.347 2.845 0.0 0.0 0.0 0.010
C 1.906 4.515 3.940 0.0 0.0 0.0 -0.001
C 1.360 3.254 3.779 0.0 0.1 0.0 0.010
C 1.014 2.782 2.509 0.0 0.0 0.0 0.005
S 0.291 1.184 2.362 -0.1 0.0 -0.1 0.086
N 2.110 0.426 0.037 0.0 0.1 0.0 -0.006
H -0.092 -1.014 -4.549 0.0 0.0 0.0 0.000
H -0.240 -3.449 -4.895 0.0 0.0 0.0 -0.001
H -0.351 -4.981 -2.944 0.0 0.0 0.0 0.001
H -0.355 -4.043 -0.658 0.0 0.0 0.0 0.000
H 1.688 -2.762 0.667 0.0 0.0 0.0 0.000
H 1.368 -1.668 2.019 0.0 0.0 0.0 0.001
H 4.153 -2.081 0.877 0.0 0.0 0.0 0.000
H 5.844 -0.361 0.271 0.0 0.0 0.0 0.000
H 5.075 1.876 -0.500 0.0 0.0 0.0 0.000
H 2.311 2.522 -1.955 0.0 0.0 0.0 0.002
H 3.154 3.471 -0.722 0.0 0.0 0.0 0.000
H 1.905 5.539 0.717 0.0 0.0 0.0 0.000
H 2.528 6.336 2.978 0.0 0.0 0.0 0.001
H 2.165 4.859 4.933 0.0 0.0 0.0 0.000
H 1.190 2.619 4.639 0.0 0.0 0.0 0.000
C -3.914 3.630 1.538 0.0 0.0 0.0 -0.001
C -2.488 3.241 1.168 0.0 0.0 0.0 -0.002
As -2.314 1.543 0.229 -0.1 0.0 0.1 -0.005
C -3.511 0.345 1.182 0.0 0.0 0.0 -0.003
C -3.123 0.125 2.640 0.0 0.0 0.0 0.000
C -3.266 1.866 -1.432 0.0 0.1 0.0 0.003
C -3.598 0.610 -2.230 0.0 0.1 -0.1 0.004
H -3.922 4.599 2.038 0.0 0.0 0.0 0.000
H -4.362 2.908 2.222 0.0 0.0 0.0 0.000
H -4.558 3.709 0.663 0.0 0.0 0.0 0.000
H -1.858 3.156 2.055 0.0 0.0 0.0 0.001
H -2.030 3.995 0.522 0.0 0.0 0.0 0.000
H -3.505 -0.594 0.626 0.0 0.0 0.0 0.000
H -4.511 0.778 1.096 0.0 0.0 0.0 0.000
H -2.173 -0.405 2.717 0.0 0.0 0.0 0.000
H -3.883 -0.473 3.145 0.0 0.0 0.0 0.000
H -3.022 1.062 3.190 0.0 0.0 0.0 0.001
H -2.640 2.554 -2.003 0.0 0.0 -0.1 0.000
H -4.181 2.398 -1.161 0.0 0.0 0.0 0.000
H -2.703 0.171 -2.669 0.0 0.0 0.0 0.003
H -4.280 0.867 -3.042 0.0 0.0 0.0 0.001
H -4.069 -0.154 -1.616 0.0 0.0 0.0 0.000
C -4.105 -2.983 -3.051 0.0 0.0 0.0 0.000
N -4.300 -3.823 -1.883 0.0 0.0 -0.1 0.000
C -5.547 -4.571 -1.867 0.0 0.0 0.0 0.000
C -3.644 -3.455 -0.741 0.1 -0.1 0.0 0.000
O -3.030 -2.390 -0.664 -0.1 0.1 0.1 0.000
N -3.683 -4.343 0.311 0.0 0.0 0.0 0.000
C -3.630 -5.783 0.116 0.0 0.0 0.0 0.000
C -3.163 -3.883 1.584 0.0 0.0 0.0 0.000
H -4.783 -2.123 -3.051 0.0 0.0 0.0 0.000
H -4.298 -3.576 -3.945 0.0 0.0 0.0 0.000
H -3.083 -2.613 -3.076 0.0 0.0 0.0 0.000
H -6.347 -3.952 -2.282 0.0 0.0 0.0 0.000
H -5.826 -4.837 -0.852 0.0 0.0 0.0 0.000
H -5.478 -5.482 -2.466 0.0 0.0 0.0 0.000
H -3.655 -6.027 -0.942 0.0 0.0 0.0 0.000
H -4.460 -6.287 0.616 0.0 0.0 0.0 0.000
H -2.696 -6.173 0.532 0.0 0.0 0.0 0.000
H -3.404 -2.834 1.730 0.0 0.0 0.0 0.000
H -2.075 -3.998 1.651 0.0 0.0 0.0 0.000
H -3.621 -4.469 2.381 0.0 0.0 0.0 0.000